Record 1
The following is a quantum chemistry calculation of one molecule with the formula C2H5FIP, from the Open Molecules 2025 dataset.

Results
Spin multiplicity: 1
SMILES: CCP(F)I
HOMO-LUMO gap, hartree: 0.292
Charge: 0
Relative energy (zero: lowest compared OMol25 entry of this formula, charge and spin), kcal per mole: 0.0
LUMO level, eV: -1.25

CARTESIAN COORDINATES (ANGSTROEM)
1 C -0.621 -0.142 0.180
2 C 0.663 0.257 -0.551
3 P 0.117 1.187 -2.044
4 F -0.039 2.616 -1.300
5 I 2.687 1.684 -3.347
6 H -1.171 0.746 0.494
7 H -1.269 -0.730 -0.471
8 H -0.396 -0.739 1.062
9 H 1.235 -0.621 -0.853
10 H 1.293 0.894 0.077

Let us look at the Mulliken charges, expressed in e, one per atom:
1 C -1.16
2 C -0.42
3 P 0.28
4 F -0.22
5 I -0.24
6 H 0.35
7 H 0.37
8 H 0.32
9 H 0.38
10 H 0.34

=====

Record 2
The following is a quantum chemistry calculation of a 9-piece molecular cluster, C23H41Br2Cl18 overall, from the Open Molecules 2025 dataset.

Results
Spin multiplicity: 1
HOMO-LUMO gap, hartree: 0.174
Charge: -1
LUMO level, eV: 1.75

CARTESIAN COORDINATES (ANGSTROEM)
1 C 2.006 1.554 -0.447
2 C 1.288 2.294 -1.531
3 Cl 2.265 3.054 -2.774
4 C -0.060 2.373 -1.541
5 Cl -0.810 3.207 -2.886
6 C -0.865 1.748 -0.535
7 C -2.259 2.145 -0.311
8 Br -2.537 4.154 0.119
9 C -3.257 1.712 -1.385
10 C -3.123 0.210 -1.669
11 Br -5.101 1.992 -0.670
12 H 1.539 0.565 -0.359
13 H 3.064 1.413 -0.650
14 H 1.855 2.058 0.514
15 H -0.380 1.867 0.435
16 H -2.571 1.663 0.615
17 H -3.161 2.303 -2.286
18 H -2.575 -0.278 -0.867
19 H -2.608 0.050 -2.614
20 H -4.109 -0.250 -1.705
21 Cl -0.497 1.904 2.848
22 C -0.434 0.309 3.632
23 C 0.970 -0.087 4.008
24 Cl 1.974 -0.404 2.570
25 H -0.878 -0.413 2.950
26 H -1.046 0.367 4.531
27 H 0.954 -1.005 4.592
28 H 1.458 0.692 4.590
29 Cl 4.522 -0.979 -2.114
30 C 5.038 0.363 -3.167
31 C 4.728 0.108 -4.616
32 Cl 5.731 -1.204 -5.306
33 H 6.101 0.524 -3.007
34 H 4.494 1.245 -2.833
35 H 4.937 1.005 -5.195
36 H 3.685 -0.162 -4.753
37 Cl -6.906 1.792 -5.203
38 C -7.942 3.041 -4.453
39 C -8.275 2.725 -3.021
40 Cl -9.354 1.307 -2.873
41 H -8.838 3.134 -5.062
42 H -7.395 3.984 -4.483
43 H -8.801 3.569 -2.578
44 H -7.376 2.531 -2.445
45 Cl 4.995 -4.171 6.482
46 C 4.921 -3.973 4.706
47 C 3.882 -2.967 4.289
48 Cl 2.227 -3.544 4.608
49 H 4.726 -4.951 4.273
50 H 5.905 -3.636 4.385
51 H 3.955 -2.784 3.218
52 H 4.011 -2.024 4.810
53 Cl 4.642 0.577 4.280
54 C 6.130 1.389 4.822
55 C 7.213 0.403 5.173
56 Cl 6.817 -0.549 6.629
57 H 5.876 2.023 5.668
58 H 6.467 2.020 4.001
59 H 8.141 0.934 5.378
60 H 7.382 -0.297 4.359
61 Cl 6.256 -9.102 5.531
62 C 5.357 -7.826 6.399
63 C 5.196 -8.136 7.862
64 Cl 4.106 -9.520 8.147
65 H 4.394 -7.706 5.911
66 H 5.922 -6.904 6.287
67 H 4.757 -7.275 8.364
68 H 6.151 -8.366 8.325
69 Cl -7.937 6.340 -4.470
70 C -7.712 6.463 -6.232
71 C -8.627 7.486 -6.853
72 Cl -10.337 6.981 -6.797
73 H -7.873 5.475 -6.658
74 H -6.675 6.750 -6.400
75 H -8.367 7.615 -7.902
76 H -8.547 8.445 -6.349
77 Cl -2.982 -3.023 -1.823
78 C -3.069 -3.487 -3.539
79 C -1.708 -3.543 -4.184
80 Cl -0.965 -1.933 -4.338
81 H -3.717 -2.773 -4.042
82 H -3.532 -4.472 -3.583
83 H -1.801 -3.950 -5.189
84 H -1.029 -4.168 -3.611

Let us look at the Mulliken charges, expressed in e, one per atom:
1 C -0.84
2 C 0.16
3 Cl -0.32
4 C 0.46
5 Cl -0.28
6 C 0.25
7 C -1.13
8 Br -0.30
9 C 0.17
10 C -1.08
11 Br -0.25
12 H 0.15
13 H 0.35
14 H 0.26
15 H -0.67
16 H 0.61
17 H 0.52
18 H 0.27
19 H 0.12
20 H 0.56
21 Cl -0.18
22 C -0.62
23 C -0.36
24 Cl -0.16
25 H 0.33
26 H 0.43
27 H 0.25
28 H 0.33
29 Cl -0.19
30 C -0.14
31 C -0.45
32 Cl -0.22
33 H 0.36
34 H 0.01
35 H 0.31
36 H 0.31
37 Cl -0.19
38 C -0.13
39 C 0.03
40 Cl -0.22
41 H 0.34
42 H -0.09
43 H 0.28
44 H -0.06
45 Cl -0.23
46 C -0.57
47 C -0.10
48 Cl -0.22
49 H 0.39
50 H 0.33
51 H 0.35
52 H 0.06
53 Cl -0.07
54 C -0.56
55 C -0.47
56 Cl -0.18
57 H 0.31
58 H 0.31
59 H 0.35
60 H 0.30
61 Cl -0.20
62 C -0.24
63 C -0.40
64 Cl -0.20
65 H 0.32
66 H 0.10
67 H 0.26
68 H 0.35
69 Cl -0.20
70 C -0.44
71 C -0.44
72 Cl -0.19
73 H 0.34
74 H 0.34
75 H 0.31
76 H 0.32
77 Cl -0.16
78 C -0.52
79 C -0.42
80 Cl -0.15
81 H 0.31
82 H 0.36
83 H 0.29
84 H 0.30

=====

Record 3
The following is a quantum chemistry calculation of an isolated ion of composition C4H10NO2 and charge -1, from the Open Molecules 2025 dataset.

Results
Spin multiplicity: 1
SMILES: N[C@@H](CO)CC[O-]
HOMO-LUMO gap, hartree: 0.266
Charge: -1
Relative energy (zero: lowest compared OMol25 entry of this formula, charge and spin), kcal per mole: 64.1
LUMO level, eV: 4.13

CARTESIAN COORDINATES (ANGSTROEM)
1 N 1.112 1.022 -0.244
2 C 0.340 -0.274 -0.329
3 C 1.220 -1.442 0.152
4 O 2.595 -1.192 0.004
5 C -0.910 -0.092 0.505
6 C -1.869 0.857 -0.243
7 O -1.188 2.012 -0.579
8 H 0.198 1.698 -0.576
9 H 1.004 1.308 0.728
10 H 0.039 -0.385 -1.377
11 H 0.860 -1.624 1.177
12 H 1.013 -2.386 -0.394
13 H 2.593 -0.237 -0.235
14 H -0.672 0.395 1.464
15 H -1.481 -1.028 0.680
16 H -2.706 1.109 0.419
17 H -2.146 0.260 -1.153

Let us look at the Mulliken charges, expressed in e, one per atom:
1 N -1.11
2 C 0.51
3 C -0.74
4 O -0.57
5 C -0.88
6 C -0.44
7 O -0.84
8 H 0.50
9 H 0.23
10 H 0.26
11 H 0.24
12 H 0.23
13 H 0.46
14 H 0.33
15 H 0.28
16 H 0.31
17 H 0.24

=====

Record 4
The following is a quantum chemistry calculation of a 2-piece molecular cluster, C3H9N3 overall, from the Open Molecules 2025 dataset.

Results
Spin multiplicity: 1
SMILES: [H]/N=C/N.C=CN
HOMO-LUMO gap, hartree: 0.322
Charge: 0
Relative energy (zero: lowest compared OMol25 entry of this formula, charge and spin), kcal per mole: 44.8
LUMO level, eV: 0.87

CARTESIAN COORDINATES (ANGSTROEM)
1 H -1.048 -1.393 -3.400
2 N -1.099 -1.488 -2.407
3 C -0.167 -2.236 -1.939
4 N -0.480 -3.181 -1.015
5 H 0.875 -2.194 -2.270
6 H -1.438 -3.276 -0.730
7 H 0.161 -3.936 -0.865
8 C -0.270 3.213 1.627
9 C 0.524 2.220 2.028
10 N 0.883 1.155 1.239
11 H -0.415 4.144 2.151
12 H -0.727 3.175 0.642
13 H 0.868 2.207 3.055
14 H 0.868 1.143 0.237
15 H 1.464 0.448 1.646

Let us look at the Mulliken charges, expressed in e, one per atom:
1 H 0.21
2 N -0.72
3 C 0.13
4 N -0.44
5 H 0.36
6 H 0.26
7 H 0.21
8 C -0.85
9 C 0.16
10 N -0.41
11 H 0.25
12 H 0.22
13 H 0.26
14 H 0.18
15 H 0.19

=====

Repeat the fourth record exactly.
The following is a quantum chemistry calculation of a 2-piece molecular cluster, C3H9N3 overall, from the Open Molecules 2025 dataset.

Results
Spin multiplicity: 1
SMILES: [H]/N=C/N.C=CN
HOMO-LUMO gap, hartree: 0.322
Charge: 0
Relative energy (zero: lowest compared OMol25 entry of this formula, charge and spin), kcal per mole: 44.8
LUMO level, eV: 0.87

CARTESIAN COORDINATES (ANGSTROEM)
1 H -1.048 -1.393 -3.400
2 N -1.099 -1.488 -2.407
3 C -0.167 -2.236 -1.939
4 N -0.480 -3.181 -1.015
5 H 0.875 -2.194 -2.270
6 H -1.438 -3.276 -0.730
7 H 0.161 -3.936 -0.865
8 C -0.270 3.213 1.627
9 C 0.524 2.220 2.028
10 N 0.883 1.155 1.239
11 H -0.415 4.144 2.151
12 H -0.727 3.175 0.642
13 H 0.868 2.207 3.055
14 H 0.868 1.143 0.237
15 H 1.464 0.448 1.646

Let us look at the Mulliken charges, expressed in e, one per atom:
1 H 0.21
2 N -0.72
3 C 0.13
4 N -0.44
5 H 0.36
6 H 0.26
7 H 0.21
8 C -0.85
9 C 0.16
10 N -0.41
11 H 0.25
12 H 0.22
13 H 0.26
14 H 0.18
15 H 0.19

=====

Please write out number 3 again, unchanged.
The following is a quantum chemistry calculation of an isolated ion of composition C4H10NO2 and charge -1, from the Open Molecules 2025 dataset.

Results
Spin multiplicity: 1
SMILES: N[C@@H](CO)CC[O-]
HOMO-LUMO gap, hartree: 0.266
Charge: -1
Relative energy (zero: lowest compared OMol25 entry of this formula, charge and spin), kcal per mole: 64.1
LUMO level, eV: 4.13

CARTESIAN COORDINATES (ANGSTROEM)
1 N 1.112 1.022 -0.244
2 C 0.340 -0.274 -0.329
3 C 1.220 -1.442 0.152
4 O 2.595 -1.192 0.004
5 C -0.910 -0.092 0.505
6 C -1.869 0.857 -0.243
7 O -1.188 2.012 -0.579
8 H 0.198 1.698 -0.576
9 H 1.004 1.308 0.728
10 H 0.039 -0.385 -1.377
11 H 0.860 -1.624 1.177
12 H 1.013 -2.386 -0.394
13 H 2.593 -0.237 -0.235
14 H -0.672 0.395 1.464
15 H -1.481 -1.028 0.680
16 H -2.706 1.109 0.419
17 H -2.146 0.260 -1.153

Let us look at the Mulliken charges, expressed in e, one per atom:
1 N -1.11
2 C 0.51
3 C -0.74
4 O -0.57
5 C -0.88
6 C -0.44
7 O -0.84
8 H 0.50
9 H 0.23
10 H 0.26
11 H 0.24
12 H 0.23
13 H 0.46
14 H 0.33
15 H 0.28
16 H 0.31
17 H 0.24